Model 1:
ORCA calculation (the ωB97M-V functional and the def2-TZVPD basis) on 2 unconnected molecules or ions with the total composition C3H11N2.

Bonds (Å) are listed after each position.
Geometry (Å):
1 N -0.6217 1.0356 0.5878  C4 1.495, H9 1.030, H12 1.012, H15 1.056
2 N 1.2897 -0.3409 -2.0676  C3 1.399, H7 1.008, H16 1.009
3 C 1.0405 -1.1950 -0.9882  N2 1.399, C5 1.345, H13 1.085
4 C -1.9381 0.5818 1.1322  N1 1.495, H6 1.083, H10 1.087, H11 1.089
5 C 1.5326 -1.0528 0.2558  C3 1.345, H8 1.087, H14 1.076
6 H -2.5185 1.3957 1.5490  C4 1.083
7 H 1.7222 0.5118 -1.7496  N2 1.008
8 H 2.1758 -0.2095 0.4942  C5 1.087
9 H -0.0688 1.4983 1.3237  N1 1.030
10 H -1.7614 -0.1948 1.8716  C4 1.087
11 H -2.4670 0.1096 0.3060  C4 1.089
12 H -0.6927 1.7284 -0.1466  N1 1.012
13 H 0.4387 -2.0603 -1.2445  C3 1.085
14 H 1.4301 -1.8350 0.9881  C5 1.076
15 H -0.0446 0.1886 0.3342  N1 1.056
16 H 0.4831 -0.1617 -2.6460  N2 1.009

M: 75.1 g mol⁻¹
2S+1: 1
Charge: +1
Frontier orbital gap: 9.4 eV
HOMO: -13.01 eV

Model 2:
ORCA calculation (the ωB97M-V functional and the def2-TZVPD basis) on 2 unconnected molecules or ions with the total composition C3H11N2.

Bonds (Å) are listed after each position.
Geometry (Å):
1 N 1.2214 -0.3814 0.5423  C4 1.473, C5 1.560, H12 1.107
2 N -2.4420 0.0761 -0.1847  C3 1.428, H15 1.020, H16 1.025
3 C -1.3353 -0.3328 0.6194  N2 1.428, C4 1.577, H9 1.059, H10 1.120
4 C -0.0245 -0.7241 -0.1644  N1 1.473, C3 1.577, H7 1.061, H14 1.145
5 C 2.2965 0.1488 -0.4561  N1 1.560, H6 0.996, H11 1.099, H13 1.115
6 H 3.1484 -0.3672 -0.4469  C5 0.996
7 H 0.0585 -1.7584 -0.3856  C4 1.061
8 H 0.0368 1.7561 0.6230  no bonds
9 H -1.6753 -1.1473 1.2041  C3 1.059
10 H -1.2711 0.4449 1.4229  C3 1.120
11 H 1.9828 0.1905 -1.5082  C5 1.099
12 H 0.8781 0.5586 1.0165  N1 1.107
13 H 2.6586 1.1116 -0.0272  C5 1.115
14 H 0.0528 -0.0644 -1.0975  C4 1.145
15 H -2.9443 -0.5756 -0.7876  N2 1.020
16 H -2.6414 1.0646 -0.3700  N2 1.025

M: 75.1 g mol⁻¹
2S+1: 1
Charge: +1
Frontier orbital gap: 5.2 eV
HOMO: -14.18 eV

Quick one: least stable of them? model 2

Model 1:
ORCA calculation (the ωB97M-V functional and the def2-TZVPD basis) on 2 unconnected molecules or ions with the total composition C3H11N2.

Bonds (Å) are listed after each position.
Geometry (Å):
1 N -0.7483 1.1637 0.9938  C5 1.458, H6 1.081, H14 1.040
2 N -0.4425 -0.0807 -1.4165  C3 1.419, H7 1.083, H9 1.066, H12 1.174
3 C -0.2992 -1.3970 -1.9277  N2 1.419, H10 1.113, H13 1.012, H16 1.179
4 C 1.1149 -0.1001 2.2216  C5 1.406, H8 1.097, H15 1.139
5 C 0.6398 0.8964 1.3514  N1 1.458, C4 1.406, H11 1.119
6 H -0.8731 2.1787 1.3427  N1 1.081
7 H -1.2909 0.3844 -1.9036  N2 1.083
8 H 0.4608 -0.5841 2.9574  C4 1.097
9 H 0.3584 0.5515 -1.7241  N2 1.066
10 H -1.1678 -1.7840 -2.5055  C3 1.113
11 H 1.4242 1.3606 0.7020  C5 1.119
12 H -0.6815 0.2691 -0.3213  N2 1.174
13 H -0.0686 -2.0496 -1.1897  C3 1.012
14 H -1.3142 0.7614 1.7676  N1 1.040
15 H 2.2467 -0.2025 2.2904  C4 1.139
16 H 0.6413 -1.3677 -2.6384  C3 1.179

M: 75.1 g mol⁻¹
2S+1: 1
Charge: +1
Frontier orbital gap: 10.2 eV
HOMO: -13.54 eV

Model 2:
ORCA calculation (the ωB97M-V functional and the def2-TZVPD basis) on 2 unconnected molecules or ions with the total composition C3H11N2.

Bonds (Å) are listed after each position.
Geometry (Å):
1 N 1.0090 2.8054 0.8608  H7 1.022, H9 1.029, H14 1.022, H16 1.026
2 N -0.9790 -1.1788 0.1151  C4 1.447, C5 1.404, H12 1.008
3 C -0.3362 -2.8848 -1.4937  C5 1.327, H8 1.077, H15 1.080
4 C -0.5498 0.1700 0.4166  N2 1.447, H6 1.102, H10 1.107, H11 1.089
5 C -0.0499 -1.9887 -0.5574  N2 1.404, C3 1.327, H13 1.086
6 H 0.2677 0.4533 -0.2658  C4 1.102
7 H 0.9218 3.6203 1.4713  N1 1.022
8 H 0.4680 -3.3820 -2.0104  C3 1.077
9 H 0.6554 1.9512 1.3128  N1 1.029
10 H -0.1264 0.2389 1.4374  C4 1.107
11 H -1.4088 0.8320 0.3203  C4 1.089
12 H -1.8849 -1.1823 -0.3279  N2 1.008
13 H 0.9643 -1.8924 -0.1809  C5 1.086
14 H 1.9803 2.6886 0.5642  N1 1.022
15 H -1.3583 -3.1763 -1.6867  C3 1.080
16 H 0.4269 2.9257 0.0243  N1 1.026

M: 75.1 g mol⁻¹
2S+1: 1
Charge: +1
Frontier orbital gap: 6.9 eV
HOMO: -11.29 eV

Quick one: least stable of them? model 1

Model 1:
ORCA calculation (the ωB97M-V functional and the def2-TZVPD basis) on 2 unconnected molecules or ions with the total composition C3H11N2.

Bonds (Å) are listed after each position.
Geometry (Å):
1 N -0.3147 -1.7758 -1.2048  C3 1.266, H14 1.021
2 N -0.0724 1.2740 0.2182  C4 1.553, C5 1.493, H11 1.017, H16 1.017
3 C 0.7158 -2.4845 -1.3991  N1 1.266, H12 1.083, H15 1.086
4 C 0.8661 0.5892 1.2482  N2 1.553, H7 1.078, H9 1.069, H13 1.085
5 C -1.1573 2.1036 0.8204  N2 1.493, H6 1.076, H8 1.091, H10 1.082
6 H -0.7563 2.8631 1.4694  C5 1.076
7 H 0.3934 0.8484 2.1823  C4 1.078
8 H -1.5867 2.6787 -0.0009  C5 1.091
9 H 1.8327 1.0052 1.0577  C4 1.069
10 H -1.9242 1.4578 1.2286  C5 1.082
11 H -0.5452 0.4860 -0.2186  N2 1.017
12 H 1.4983 -2.0858 -2.0325  C3 1.083
13 H 0.9276 -0.4579 0.9695  C4 1.085
14 H -0.9716 -2.2594 -0.5904  N1 1.021
15 H 0.8885 -3.4337 -0.9004  C3 1.086
16 H 0.3858 1.7710 -0.5421  N2 1.017

M: 75.1 g mol⁻¹
2S+1: 1
Charge: +1
Frontier orbital gap: 11.0 eV
HOMO: -14.18 eV

Model 2:
ORCA calculation (the ωB97M-V functional and the def2-TZVPD basis) on 2 unconnected molecules or ions with the total composition C3H11N2.

Bonds (Å) are listed after each position.
Geometry (Å):
1 N 2.6619 -0.6927 0.2249  H6 1.200, H7 1.021, H9 1.016, H16 1.016
2 N -1.4981 -0.0697 -0.3473  C4 1.459, C5 1.321, H11 1.011
3 C 0.2017 -0.0591 1.3596  C5 1.377, H10 1.083, H12 1.082
4 C -2.2855 0.5899 -1.3841  N2 1.459, H13 1.084, H14 1.088, H15 1.087
5 C -0.5165 0.5027 0.3271  N2 1.321, C3 1.377, H8 1.089
6 H 1.6010 -0.4177 0.7128  N1 1.200
7 H 3.2848 -1.0870 0.9314  N1 1.021
8 H -0.2523 1.4931 -0.0403  C5 1.089
9 H 2.5125 -1.3701 -0.5177  N1 1.016
10 H 0.6727 0.6260 2.0530  C3 1.083
11 H -1.8665 -0.9337 0.0259  N2 1.011
12 H -0.1239 -1.0141 1.7498  C3 1.082
13 H -1.9254 1.6035 -1.5159  C4 1.084
14 H -3.3330 0.6120 -1.0898  C4 1.088
15 H -2.2014 0.0612 -2.3302  C4 1.087
16 H 3.0682 0.1557 -0.1592  N1 1.016

M: 75.1 g mol⁻¹
2S+1: 1
Charge: +1
Frontier orbital gap: 9.4 eV
HOMO: -12.62 eV

Model 3:
ORCA calculation (the ωB97M-V functional and the def2-TZVPD basis) on 2 unconnected molecules or ions with the total composition C3H11N2.

Bonds (Å) are listed after each position.
Geometry (Å):
1 N 0.4910 -1.3141 0.5269  C3 1.511, H6 1.027, H10 1.027, H14 1.035
2 N 1.4678 0.8361 0.2863  C3 1.383, H7 1.009, H16 1.011
3 C 0.4745 0.0081 -0.2045  N1 1.511, N2 1.383, C5 1.487
4 C -1.9971 0.7960 1.0166  H8 1.071, H9 1.071, H15 1.070
5 C 0.3472 -0.1460 -1.6776  C3 1.487, H11 1.096, H12 1.089, H13 1.090
6 H -0.3505 -1.8487 0.2825  N1 1.027
7 H 1.7232 1.6022 -0.3180  N2 1.009
8 H -2.4925 -0.1530 0.9854  C4 1.071
9 H -1.5891 1.1415 1.9445  C4 1.071
10 H 0.4995 -1.1525 1.5414  N1 1.027
11 H 1.2905 -0.4740 -2.1301  C5 1.096
12 H -0.4307 -0.8642 -1.9329  C5 1.089
13 H 0.0810 0.8089 -2.1302  C5 1.090
14 H 1.3243 -1.8767 0.2807  N1 1.035
15 H -2.2542 1.5211 0.2728  C4 1.070
16 H 1.4152 1.1154 1.2561  N2 1.011

M: 75.1 g mol⁻¹
2S+1: 1
Charge: +1
Frontier orbital gap (spin up / spin down): 8.6 / 8.5 eV
HOMO (spin up / spin down): -12.65 / -12.30 eV

Quick one: least stable of them? model 3